(1)
{"formula": "C27H25N4O2PPbS2", "method": "wB97M-V/def2-TZVPD", "e_lumo_ev": -7.952, "e_tot_ev": -74651.542, "gap_ha": 0.1764, "homo_energy_ha": -0.4687, "total_charge": 2, "relative_energy_kj_mol": 0.0, "spin_multiplicity": 1, "largest_force_ev_per_a": 0.659, "symbols": ["Pb", "C", "C", "C", "C", "C", "C", "P", "C", "C", "C", "C", "C", "C", "C", "C", "C", "C", "C", "C", "H", "H", "H", "H", "H", "H", "H", "H", "H", "H", "H", "H", "H", "H", "N", "C", "C", "C", "C", "C", "C", "S", "O", "O", "N", "C", "S", "C", "C", "N", "H", "H", "H", "H", "H", "H", "H", "H", "N", "H", "H", "H"], "xyz": [[-0.230, 0.095, 0.347], [-3.094, 0.362, -4.465], [-1.830, -0.118, -4.792], [-1.092, -0.830, -3.860], [-1.636, -1.065, -2.597], [-2.903, -0.579, -2.263], [-3.632, 0.134, -3.204], [-0.722, -1.971, -1.351], [-0.950, -3.714, -1.523], [-1.820, -4.211, -2.497], [-1.923, -5.582, -2.665], [-1.195, -6.441, -1.851], [-0.354, -5.942, -0.858], [-0.233, -4.578, -0.684], [1.039, -1.636, -1.527], [1.876, -2.372, -2.374], [3.201, -1.979, -2.504], [3.690, -0.875, -1.809], [2.869, -0.144, -0.949], [1.572, -0.581, -0.818], [-3.663, 0.919, -5.198], [-1.419, 0.063, -5.777], [-0.106, -1.203, -4.115], [-3.324, -0.758, -1.278], [-4.616, 0.508, -2.953], [-2.392, -3.538, -3.123], [-2.575, -5.981, -3.432], [-1.286, -7.511, -1.985], [0.201, -6.619, -0.222], [0.422, -4.181, 0.084], [1.488, -3.218, -2.929], [3.859, -2.536, -3.158], [4.730, -0.589, -1.907], [3.263, 0.699, -0.396], [-1.964, 7.278, 4.420], [-2.114, 6.086, 3.796], [-1.473, 4.933, 4.294], [-1.630, 3.724, 3.667], [-2.432, 3.636, 2.524], [-3.071, 4.768, 2.014], [-2.910, 5.978, 2.642], [-2.620, 2.129, 1.716], [-3.791, 2.153, 0.899], [-2.409, 1.037, 2.640], [-1.284, 1.996, 0.701], [-1.253, 2.501, -0.593], [-2.254, 3.660, -1.355], [-1.337, 3.475, -2.805], [-0.382, 2.542, -2.637], [-0.340, 1.995, -1.369], [-1.457, 7.349, 5.282], [-2.475, 8.086, 4.115], [-0.870, 5.008, 5.192], [-1.171, 2.832, 4.075], [-3.719, 4.679, 1.151], [-3.413, 6.858, 2.260], [-1.547, 4.073, -3.678], [0.322, 2.216, -3.389], [0.198, 0.095, 2.684], [0.436, -0.782, 3.138], [-0.719, 0.418, 3.026], [0.893, 0.789, 2.949]], "forces_ev_per_angstrom": [[0.366, 0.534, -0.125], [0.013, -0.010, 0.001], [0.016, -0.008, -0.011], [-0.065, -0.056, -0.012], [-0.085, 0.049, 0.038], [0.032, 0.026, -0.011], [0.004, 0.008, 0.015], [0.382, 0.389, -0.226], [-0.309, -0.082, 0.347], [0.001, -0.041, 0.024], [-0.010, -0.053, -0.010], [0.002, 0.019, -0.006], [-0.005, 0.002, 0.016], [-0.004, -0.010, -0.088], [0.183, -0.353, -0.144], [0.033, 0.162, -0.044], [-0.025, 0.022, 0.003], [-0.041, 0.019, 0.023], [0.101, 0.003, -0.057], [-0.391, -0.018, 0.494], [0.018, -0.025, 0.020], [-0.018, 0.001, 0.031], [-0.017, 0.025, -0.004], [0.000, 0.024, -0.027], [0.041, -0.011, 0.000], [0.012, -0.009, 0.008], [0.011, 0.003, 0.029], [-0.002, 0.022, 0.002], [-0.022, 0.007, -0.027], [0.005, -0.019, -0.021], [0.030, -0.004, 0.004], [0.002, 0.013, 0.034], [-0.021, -0.028, -0.033], [-0.017, -0.046, -0.007], [0.001, -0.186, -0.104], [0.046, 0.180, 0.095], [0.051, -0.014, 0.072], [-0.081, 0.034, -0.075], [0.097, -0.024, -0.015], [-0.044, -0.025, 0.032], [-0.059, 0.058, -0.052], [-0.158, 0.086, -0.056], [-0.024, -0.050, -0.119], [0.127, -0.061, -0.065], [0.023, -0.591, 0.050], [-0.336, 0.342, 0.013], [-0.049, 0.143, 0.138], [-0.062, 0.108, 0.014], [0.126, -0.116, 0.148], [0.189, -0.309, -0.387], [0.005, 0.007, 0.025], [-0.012, 0.021, -0.001], [-0.030, -0.022, -0.027], [0.013, 0.049, 0.020], [0.029, 0.027, 0.041], [0.000, -0.039, 0.010], [-0.039, -0.055, 0.047], [-0.003, 0.006, 0.061], [-0.130, -0.021, -0.073], [0.023, 0.001, -0.033], [0.036, -0.059, 0.051], [0.043, -0.049, -0.045]]}

(2)
{"formula": "C6H9N", "method": "wB97M-V/def2-TZVPD", "e_lumo_ev": 0.989, "e_tot_ev": -7853.113, "gap_ha": 0.3724, "homo_energy_ha": -0.3361, "relative_energy_kj_mol": 486.9, "spin_multiplicity": 1, "largest_force_ev_per_a": 7.821, "symbols": ["C", "C", "C", "C", "C", "C", "H", "H", "H", "H", "H", "H", "H", "H", "H", "N"], "xyz": [[-2.185, 0.615, -0.803], [-0.808, 0.460, -0.552], [0.361, -0.550, -1.219], [1.274, -0.640, 0.001], [0.199, -0.932, 1.152], [-0.096, 0.522, 0.724], [-2.831, 0.578, -1.653], [-2.672, 1.131, 0.063], [-0.279, -1.575, -1.280], [0.684, -0.167, -2.069], [2.102, -1.397, -0.314], [0.251, -0.880, 2.296], [-0.540, -1.711, 0.931], [-0.520, 1.473, 1.309], [1.635, 0.426, 1.448], [1.385, 0.754, 0.493]], "forces_ev_per_angstrom": [[3.693, 1.457, 2.928], [-1.515, -2.786, -2.692], [-6.028, -2.462, 4.332], [0.378, -2.993, -0.964], [-1.153, 0.115, 0.491], [-2.120, 4.674, 2.011], [0.422, -0.641, -0.749], [0.216, -0.399, -0.759], [1.910, 2.244, -0.603], [1.958, 1.247, -3.902], [-0.665, 1.749, 1.284], [1.388, -0.455, -1.591], [-0.036, 0.302, -0.096], [0.659, -2.549, -0.178], [0.912, 1.692, -0.303], [-0.020, -1.195, 0.792]]}

(3)
{"formula": "C8H16N", "method": "wB97M-V/def2-TZVPD", "e_lumo_ev": -5.677, "e_tot_ev": -10034.005, "gap_ha": 0.2665, "homo_energy_ha": -0.4751, "total_charge": 1, "relative_energy_kj_mol": 508.5, "spin_multiplicity": 1, "largest_force_ev_per_a": 4.528, "symbols": ["C", "C", "C", "C", "C", "C", "C", "C", "N", "H", "H", "H", "H", "H", "H", "H", "H", "H", "H", "H", "H", "H", "H", "H", "H"], "xyz": [[-0.885, -1.003, 0.792], [-1.121, -1.423, 1.982], [0.723, 0.354, -0.323], [-0.671, -0.475, -0.533], [1.980, -0.498, -0.439], [-1.753, 0.540, -1.096], [-0.413, -1.802, -1.383], [0.610, 2.439, 1.028], [0.630, 1.010, 1.011], [-1.515, -0.674, 2.558], [-0.902, -2.437, 2.271], [0.639, 0.981, -1.260], [2.124, -1.086, -1.413], [1.870, -1.201, 0.389], [2.680, 0.324, -0.264], [-2.215, 0.924, -0.204], [-2.409, 0.083, -1.756], [-1.260, 1.318, -1.514], [-1.348, -2.528, -1.270], [0.349, -2.366, -0.960], [-0.286, -1.450, -2.381], [0.131, 2.831, 0.229], [0.232, 2.599, 1.963], [1.578, 2.848, 0.828], [1.232, 0.691, 1.744]], "forces_ev_per_angstrom": [[-0.906, 0.959, -0.418], [1.389, -1.640, -2.974], [-1.316, -0.817, -1.156], [1.757, -0.431, 0.755], [-0.870, 0.075, -0.539], [0.525, -2.599, 3.482], [-4.354, -0.205, 1.226], [2.349, -1.399, -0.079], [-1.014, -1.026, -2.427], [-0.860, 1.734, 2.025], [-0.256, -0.281, 0.360], [0.605, 0.328, 1.620], [-0.091, 1.276, 1.425], [0.899, -0.133, 0.107], [0.965, -0.992, -0.067], [-0.815, 0.308, 0.012], [-1.396, -0.853, -1.051], [1.561, 2.255, -1.591], [1.652, 1.711, -0.720], [1.786, -0.753, 0.263], [0.281, -0.223, -0.810], [-2.657, 1.094, -2.101], [-0.964, 1.876, 2.187], [1.148, 0.436, 0.697], [0.582, -0.703, -0.225]]}